*P*
# C2H2F2S

A 2-piece molecular cluster, C2H2F2S overall (the ωB97M-V functional and the def2-TZVPD basis, the OMol25 dataset).

For the lowest unoccupied orbital energy (spin up / spin down), the calculation gives -0.94 / -1.93 eV. The highest occupied orbital energy (spin up / spin down) comes out at -9.40 / -9.57 eV.

The geometry in ORCA input format:
```
! wB97M-V def2-TZVPD RIJCOSX def2/J DEFGRID3
* xyz 0 1
C -0.663 0.364 -0.030
C 0.465 -0.501 -0.454
F -0.407 1.628 -0.364
F 0.386 -1.825 -0.263
S -2.044 -0.140 0.644
H 1.050 0.521 1.584
H 1.213 -0.046 -1.118
*
```

---

*Q*
# C2H2F2S

A 2-piece molecular cluster, C2H2F2S overall (the ωB97M-V functional and the def2-TZVPD basis, the OMol25 dataset).

For the lowest unoccupied orbital energy, the calculation gives -1.06 eV. The highest occupied orbital energy comes out at -9.96 eV.

The geometry in ORCA input format:
```
! wB97M-V def2-TZVPD RIJCOSX def2/J DEFGRID3
* xyz 0 1
C 0.815 -0.613 0.587
C 0.267 0.294 -0.460
F 1.461 -1.705 -0.013
F -2.634 1.108 -0.666
S 1.652 0.995 0.095
H 0.276 -0.852 1.584
H -1.837 0.773 -1.127
*
```

---

So which one wins? Going from most stable to least: *Q*, *P*.

---

*P*
# C3H14N2O2

A 3-piece molecular cluster, C3H14N2O2 overall (the ωB97M-V functional and the def2-TZVPD basis, the OMol25 dataset).

Its structure (SMILES) is CNCCN.O.O. For the lowest unoccupied orbital energy, the calculation gives 0.76 eV. The highest occupied orbital energy comes out at -9.52 eV.

The geometry in ORCA input format:
```
! wB97M-V def2-TZVPD RIJCOSX def2/J DEFGRID3
* xyz 0 1
N -0.370 1.182 1.599
C -0.020 1.699 0.283
C 0.869 0.726 -0.479
N 0.204 -0.575 -0.716
C 0.947 -1.728 -0.192
H 0.482 1.109 2.148
H -0.985 1.817 2.087
H 0.436 2.697 0.288
H -0.940 1.825 -0.302
H 1.768 0.569 0.124
H 1.159 1.178 -1.420
H -0.671 -0.547 -0.198
H 1.056 -1.743 0.892
H 1.942 -1.731 -0.613
H 0.422 -2.635 -0.507
H -0.401 0.112 -3.967
H -0.598 -0.284 -2.474
O -1.076 -0.019 -3.295
H -0.689 -0.876 2.091
H -2.208 -1.296 2.161
O -1.327 -1.480 2.490
*
```

---

*Q*
# C3H14N2O2

A 3-piece molecular cluster, C3H14N2O2 overall (the ωB97M-V functional and the def2-TZVPD basis, the OMol25 dataset).

Its structure (SMILES) is C[C@@H](N)CN.O.O. For the lowest unoccupied orbital energy, the calculation gives 0.74 eV. The highest occupied orbital energy comes out at -8.96 eV.

The geometry in ORCA input format:
```
! wB97M-V def2-TZVPD RIJCOSX def2/J DEFGRID3
* xyz 0 1
N -1.382 -2.190 -0.860
C -0.027 -1.809 -0.528
C 0.940 -2.739 -1.272
C 0.340 -1.873 0.954
N -0.517 -1.125 1.888
H -2.242 -1.722 -0.666
H -1.520 -3.194 -0.854
H 0.125 -0.816 -0.970
H 1.078 -3.672 -0.711
H 1.905 -2.267 -1.428
H 0.548 -3.080 -2.229
H 0.210 -2.935 1.183
H 1.404 -1.743 1.116
H -1.342 -0.836 1.344
H -1.030 -1.790 2.477
H 0.666 3.523 -1.417
H 2.008 2.725 -1.426
O 1.060 2.654 -1.306
H -0.259 4.675 1.123
H -1.197 5.734 1.684
O -0.434 5.630 1.109
*
```

---

So which one wins? Going from most stable to least: *P*, *Q*.

---

*P*
# C3H14N2O2

A 3-piece molecular cluster, C3H14N2O2 overall (the ωB97M-V functional and the def2-TZVPD basis, the OMol25 dataset).

Its structure (SMILES) is C[C@@H](N)CN.O.O. For the lowest unoccupied orbital energy, the calculation gives 0.54 eV. The highest occupied orbital energy comes out at -9.64 eV.

The geometry in ORCA input format:
```
! wB97M-V def2-TZVPD RIJCOSX def2/J DEFGRID3
* xyz 0 1
N 0.240 -0.628 -1.158
C 1.262 -0.679 -0.031
C 1.577 -2.216 0.216
C 0.792 0.027 1.119
N 0.661 1.433 1.192
H -0.763 -0.580 -0.774
H 0.328 -1.556 -1.600
H 2.149 -0.141 -0.404
H 1.909 -2.127 1.327
H 2.469 -2.415 -0.397
H 0.730 -2.891 -0.063
H -0.168 -0.517 1.463
H 1.515 -0.243 1.929
H 1.418 1.932 0.710
H -0.127 1.833 0.682
H -1.215 0.046 -2.579
H -1.064 1.498 -2.474
O -1.654 0.803 -2.819
H -3.265 2.878 1.106
H -3.325 1.425 0.936
O -3.470 2.117 1.618
*
```

---

*Q*
# C3H14N2O2

A 3-piece molecular cluster, C3H14N2O2 overall (the ωB97M-V functional and the def2-TZVPD basis, the OMol25 dataset).

Its structure (SMILES) is CNCCN.O.O. For the lowest unoccupied orbital energy, the calculation gives 0.84 eV. The highest occupied orbital energy comes out at -8.90 eV.

The geometry in ORCA input format:
```
! wB97M-V def2-TZVPD RIJCOSX def2/J DEFGRID3
* xyz 0 1
N 1.710 -0.287 -1.059
C 0.738 0.859 -1.058
C -0.097 0.796 0.243
N -1.114 -0.233 0.472
C -1.760 -0.129 1.781
H 2.593 -0.127 -1.516
H 1.157 -1.034 -1.468
H 1.342 1.781 -0.982
H 0.142 0.802 -1.949
H 0.589 0.709 1.091
H -0.749 1.710 0.261
H -1.065 -1.170 0.119
H -2.595 0.563 1.739
H -2.208 -1.108 2.049
H -1.007 0.137 2.592
H -2.852 0.028 -2.251
H -1.577 -0.283 -1.418
O -1.912 -0.161 -2.324
H 2.282 -0.712 0.848
H 3.388 -1.501 1.306
O 2.995 -0.640 1.523
*
```

---

*R*
# C3H14N2O2

A 3-piece molecular cluster, C3H14N2O2 overall (the ωB97M-V functional and the def2-TZVPD basis, the OMol25 dataset).

Its structure (SMILES) is CCNCN.O.O. For the lowest unoccupied orbital energy, the calculation gives 0.47 eV. The highest occupied orbital energy comes out at -8.75 eV.

The geometry in ORCA input format:
```
! wB97M-V def2-TZVPD RIJCOSX def2/J DEFGRID3
* xyz 0 1
C 1.773 1.111 -1.924
C 1.390 1.062 -0.439
N 0.411 2.029 -0.033
C 0.279 2.114 1.419
N -0.734 3.103 1.694
H 2.601 0.459 -2.177
H 0.938 0.644 -2.441
H 1.996 2.114 -2.286
H 2.335 1.078 0.133
H 1.017 0.056 -0.309
H 0.589 2.932 -0.461
H 0.010 1.091 1.724
H 1.238 2.331 1.898
H -1.037 3.140 2.662
H -1.594 2.841 1.216
H -1.817 -2.830 -2.652
H -1.403 -3.746 -1.503
O -1.251 -3.574 -2.434
H -2.211 -4.586 1.598
H -0.748 -4.824 1.210
O -1.311 -4.304 1.795
*
```

---

*S*
# C3H14N2O2

A 3-piece molecular cluster, C3H14N2O2 overall (the ωB97M-V functional and the def2-TZVPD basis, the OMol25 dataset).

Its structure (SMILES) is C[C@@H](N)CN.O.O. For the lowest unoccupied orbital energy, the calculation gives 0.63 eV. The highest occupied orbital energy comes out at -9.19 eV.

The geometry in ORCA input format:
```
! wB97M-V def2-TZVPD RIJCOSX def2/J DEFGRID3
* xyz 0 1
N -0.039 0.747 -1.150
C -0.123 -0.481 -0.371
C -1.350 -0.557 0.551
C 1.166 -0.671 0.444
N 2.426 -0.322 -0.268
H -0.098 1.552 -0.524
H -0.847 0.816 -1.757
H -0.067 -1.271 -1.125
H -1.108 -1.252 1.359
H -2.185 -1.023 0.038
H -1.568 0.453 0.909
H 1.146 -0.099 1.366
H 1.268 -1.727 0.691
H 2.258 -0.465 -1.263
H 2.554 0.686 -0.191
H -1.396 4.545 2.821
H -2.847 4.221 2.523
O -2.091 4.707 2.174
H 1.699 -3.130 -2.309
H 0.464 -3.547 -1.534
O 0.738 -3.180 -2.385
*
```

---

So which one wins? Going from most stable to least: *S*, *R*, *Q*, *P*.

---

*P*
# H3OP

The molecule H3OP (the ωB97M-V functional and the def2-TZVPD basis, the OMol25 dataset).

Its structure (SMILES) is OP. For the lowest unoccupied orbital energy, the calculation gives 0.63 eV. The highest occupied orbital energy comes out at -9.76 eV.

The geometry in ORCA input format:
```
! wB97M-V def2-TZVPD RIJCOSX def2/J DEFGRID3
* xyz 0 1
O 1.169 0.204 -0.007
P -0.600 0.440 0.023
H 1.651 1.027 0.154
H -1.202 -0.200 -1.109
H -0.690 -0.732 0.799
*
```

---

*Q*
# H3OP

A 2-piece molecular cluster, H3OP overall (the ωB97M-V functional and the def2-TZVPD basis, the OMol25 dataset).

For the lowest unoccupied orbital energy, the calculation gives -1.64 eV. The highest occupied orbital energy comes out at -9.13 eV.

The geometry in ORCA input format:
```
! wB97M-V def2-TZVPD RIJCOSX def2/J DEFGRID3
* xyz 0 1
O 0.224 -0.919 0.374
P 0.231 0.406 -0.499
H -0.644 -2.034 -0.293
H -0.814 1.236 0.203
H 1.003 1.311 0.215
*
```

---

So which one wins? Going from most stable to least: *P*, *Q*.